DFT (ωB97M-V/def2-TZVPD) results for a single C6H11N3O2 molecule in a non-equilibrium geometry.

Geometry (Å):
1 C 1.9787 1.0330 -0.1568
2 C -1.8584 1.1306 0.1614
3 C -0.5637 -1.6154 0.1451
4 C 0.9637 -1.1951 0.2646
5 C 3.3967 0.5491 0.2214
6 C -3.3605 0.8726 -0.0317
7 N -1.1410 -0.8663 -0.9168
8 N 1.0404 0.1883 0.2344
9 N -1.1267 0.4346 -0.7473
10 O 1.8173 2.1191 -0.6604
11 O -1.4511 1.9653 0.9186
12 H -0.6459 -2.6869 -0.0352
13 H -1.0531 -1.3307 1.0766
14 H 1.2882 -1.6115 1.2272
15 H 1.5119 -1.6941 -0.5540
16 H 4.1137 1.2396 -0.2127
17 H 3.5684 -0.4586 -0.1498
18 H 3.4940 0.5509 1.3040
19 H -3.5583 -0.1422 -0.3677
20 H -3.7242 1.5745 -0.7806
21 H -3.8688 1.0783 0.9071
22 H -0.8213 -1.1352 -1.8474

Computed properties:
HOMO level (alpha / beta) ... -8.77 / -9.11 eV
ΔE to the lowest compared entry with this formula, charge and spin ... 279.3 kJ/mol
Charge ... 0
LUMO (alpha / beta) ... -1.190 / -0.740 eV

Löwdin atomic charge list, values in e, 5 entries:
1 C -0.59
2 C -0.55
3 C -0.13
4 C -0.21
5 C 0.00

***

DFT (ωB97M-V/def2-TZVPD) results for a single C6H11N3O2 molecule in a non-equilibrium geometry.

Geometry (Å):
1 C -0.1004 -0.2821 1.8998
2 C 0.4027 0.2594 0.5957
3 C 1.8426 -0.3154 0.2431
4 C 0.8178 1.7704 0.6950
5 N -0.3068 0.0609 -0.6670
6 N -0.1686 -1.2343 -1.2802
7 C -1.2813 -1.4367 -2.0690
8 O -1.4803 -2.2383 -2.9145
9 N -2.2078 -0.5310 -1.5690
10 C -1.6198 0.4386 -0.7001
11 O -2.1642 1.3883 -0.2137
12 H -1.1932 0.0794 1.9537
13 H -0.0599 -1.2664 1.9354
14 H 0.4722 -0.0002 2.7290
15 H 2.1672 -0.1891 -0.7171
16 H 1.8434 -1.3032 0.4076
17 H 2.6985 0.0086 0.9084
18 H -0.1722 2.3606 0.8056
19 H 1.4670 2.0835 1.5663
20 H 1.3251 2.1278 -0.0907
21 H 0.7755 -1.4318 -1.5069
22 H -3.0574 -0.3490 -2.0114

Computed properties:
HOMO level ... -9.51 eV
ΔE to the lowest compared entry with this formula, charge and spin ... 0.0 kJ/mol
SMILES string ... CC(C)(C)n1[nH]c(=O)[nH]c1=O
Charge ... 0
LUMO ... 0.597 eV

Löwdin atomic charge list, values in e, 5 entries:
1 C 0.00
2 C -0.48
3 C -0.05
4 C -0.04
5 N 0.03

***

DFT (ωB97M-V/def2-TZVPD) results for 2 unconnected molecules or ions with the total composition C6H11N3OS in a non-equilibrium geometry.

Geometry (Å):
1 C -1.8112 0.7884 -0.8064
2 C -0.1520 0.8729 0.9569
3 C -0.8335 1.0428 -1.6946
4 C -1.4543 0.7699 0.5857
5 C 1.4867 -1.3657 -0.1592
6 C 0.8248 1.0963 -0.0399
7 N 1.2830 -2.1325 -1.2299
8 N 2.1188 -1.8537 0.8514
9 N -2.5674 0.5713 1.5034
10 O 0.4512 1.1902 -1.3611
11 S 2.4005 1.8344 0.2009
12 H -2.7747 0.6291 -1.0851
13 H 0.2172 0.8989 2.0512
14 H -0.8554 1.0164 -2.8028
15 H 1.2717 -1.8049 -2.2634
16 H 1.8159 -2.9951 -1.1119
17 H 2.0286 -1.4850 1.7921
18 H 2.4678 -2.8511 0.6831
19 H -3.3089 1.0460 0.8680
20 H -2.3381 1.1814 2.3837
21 H -2.9171 -0.3643 1.7578
22 H 2.6461 1.9144 -1.0799

Computed properties:
HOMO level (alpha / beta) ... -15.45 / -15.45 eV
ΔE to the lowest compared entry with this formula, charge and spin ... 247.2 kJ/mol
Charge ... +2
LUMO (alpha / beta) ... -8.517 / -8.517 eV

Löwdin atomic charge list, values in e, 5 entries:
1 C 0.04
2 C -0.02
3 C -0.01
4 C -0.22
5 C -0.28

***

DFT (ωB97M-V/def2-TZVPD) results for 2 unconnected molecules or ions with the total composition C6H11NO in a non-equilibrium geometry.

Geometry (Å):
1 C 0.8996 1.5040 -0.0002
2 C 0.7272 1.0871 1.2997
3 N 0.5985 -0.2737 1.3437
4 C 0.5156 -0.6983 0.0887
5 C 0.8420 0.3010 -0.7608
6 C 0.6976 0.3950 -2.2759
7 C 0.0483 -2.0996 -0.1522
8 H 0.9383 2.4530 -0.5757
9 H 0.5515 1.8649 2.1384
10 H 0.7331 -0.9426 2.0762
11 H 0.0635 -0.2524 -2.8178
12 H 0.5459 1.3358 -2.6141
13 H 1.7256 0.0719 -2.4729
14 H 0.4053 -2.6908 0.7480
15 H 0.5177 -2.5454 -1.0138
16 H -1.1287 -2.2278 -0.0297
17 H -2.3365 0.3902 1.8250
18 H -3.3537 1.4456 1.9102
19 O -2.9909 0.8819 1.2831

Computed properties:
Spin multiplicity ... 2
HOMO level (alpha / beta) ... 1.10 / -4.30 eV
ΔE to the lowest compared entry with this formula, charge and spin ... 160.3 kJ/mol
Charge ... -1
LUMO (alpha / beta) ... 3.850 / 3.714 eV

Löwdin atomic charge list, values in e, 5 entries:
1 C -0.09
2 C -0.27
3 N 0.04
4 C -0.42
5 C -0.27

***

DFT (ωB97M-V/def2-TZVPD) results for a single C6H11NO molecule in a non-equilibrium geometry.

Geometry (Å):
1 H 1.6578 -2.1967 0.3065
2 N 0.6485 -2.0538 0.2809
3 C 0.1847 -0.9051 0.0328
4 C 0.9566 0.3587 0.2035
5 C 0.8452 1.1381 1.2697
6 C 1.9442 0.6210 -0.8972
7 C -1.2825 -0.8580 -0.3353
8 C -2.1297 -0.0078 0.5950
9 O -1.2450 -0.3787 -1.7240
10 H 0.1435 0.9540 2.0651
11 H 1.4929 1.9864 1.4212
12 H 2.7334 -0.1296 -0.8777
13 H 2.3977 1.6129 -0.7883
14 H 1.4625 0.5555 -1.8702
15 H -1.6615 -1.8803 -0.4218
16 H -3.1707 -0.0773 0.2865
17 H -1.8089 1.0310 0.5625
18 H -2.0520 -0.3472 1.6228
19 H -1.1166 0.5768 -1.7319

Computed properties:
HOMO level ... -9.37 eV
ΔE to the lowest compared entry with this formula, charge and spin ... 173.1 kJ/mol
SMILES string ... [H]/N=C(\C(=C)C)[C@@H](C)O
Charge ... 0
LUMO ... 0.844 eV

Löwdin atomic charge list, values in e, 5 entries:
1 H 0.06
2 N 0.18
3 C -0.34
4 C -0.32
5 C 0.06

***

DFT (ωB97M-V/def2-TZVPD) results for a single C6H11NO molecule in a non-equilibrium geometry.

Geometry (Å):
1 H -0.4791 0.3925 -2.5509
2 N -1.2956 0.3146 -1.9396
3 C -1.0070 0.2829 -0.6861
4 C -2.1210 0.1953 0.3210
5 C 0.4969 0.4278 -0.2027
6 C 0.7247 1.7172 0.5681
7 C 0.7821 -0.7995 0.6141
8 C 1.4342 -1.9617 -0.0891
9 O 0.3887 -0.9013 1.7843
10 H -1.9852 0.9242 1.1226
11 H -2.1597 -0.8104 0.7438
12 H -3.0846 0.3908 -0.1577
13 H 1.1618 0.4205 -1.0736
14 H 0.0320 1.8362 1.4068
15 H 1.7357 1.7449 0.9892
16 H 0.5941 2.5851 -0.0877
17 H 0.7854 -2.3196 -0.8923
18 H 1.5915 -2.7802 0.6186
19 H 2.4052 -1.6591 -0.4887

Computed properties:
HOMO level ... -9.59 eV
ΔE to the lowest compared entry with this formula, charge and spin ... 79.9 kJ/mol
SMILES string ... [H]/N=C(/C)[C@@H](C)C(C)=O
Charge ... 0
LUMO ... 0.805 eV

Löwdin atomic charge list, values in e, 5 entries:
1 H 0.05
2 N 0.13
3 C -0.35
4 C -0.04
5 C -0.27